[1]
Density functional theory data (ωB97M-V with the def2-TZVPD basis set) for 6 unconnected molecules or ions with the total composition C41H68BrNO11S in a non-equilibrium geometry.

XYZ file:
```
123
C41H68BrNO11S (ωB97M-V with the def2-TZVPD basis set)
C -3.9380 1.9278 2.1798
C -3.9991 0.8189 1.1794
O -4.6264 -0.1755 1.3870
O -3.2747 1.0008 0.0626
C -3.9858 0.8342 -1.1786
C -3.4161 -0.3009 -2.0153
C -2.2839 0.1544 -2.9644
C -0.9119 -0.4653 -2.6542
C -0.5709 -0.2212 -1.2015
C -0.5799 -1.2772 -0.2660
C -0.8509 -2.6958 -0.6718
C -0.2959 -0.9923 1.0745
C -0.0353 0.2912 1.5198
C -0.0350 1.3204 0.5923
C -0.2753 1.0786 -0.7662
C -0.2000 2.2641 -1.6762
O 0.3547 2.2344 -2.7433
C -0.8302 3.5066 -1.1120
C -1.5706 4.3935 -1.9007
C -1.6874 4.1457 -3.3788
C -2.1585 5.4967 -1.2617
C -2.9523 6.4637 -2.0915
O -2.0048 7.4286 -2.5985
N -2.4276 8.0029 -3.8275
O -3.4724 8.5145 -3.7609
C -1.9907 5.6879 0.1258
S -2.8072 7.0978 0.8874
C -1.2084 4.8196 0.9006
C -1.0096 5.0295 2.3904
C 0.3383 5.6788 2.7620
C 0.8062 5.1811 4.1177
Br 0.1596 7.6263 2.7615
C -0.6272 3.7179 0.2558
C 0.2104 2.7192 0.9876
O 1.0293 3.0356 1.8124
H -4.7356 1.7900 2.9000
H -4.0689 2.9027 1.7168
H -3.0009 1.8910 2.7310
H -3.9765 1.7891 -1.7041
H -5.0298 0.6089 -0.9666
H -3.0996 -1.0786 -1.3303
H -4.2330 -0.6712 -2.6317
H -2.2303 1.2359 -2.8583
H -2.5587 -0.0163 -4.0029
H -0.1516 -0.0676 -3.3153
H -1.0000 -1.5316 -2.8323
H -0.6920 -3.3750 0.1512
H -0.1332 -2.9628 -1.4477
H -1.8318 -2.8240 -1.1229
H -0.2917 -1.8135 1.7775
H 0.1850 0.5167 2.5524
H -0.7430 4.3379 -3.8725
H -1.9266 3.1095 -3.5908
H -2.4458 4.7446 -3.8615
H -3.4441 5.9750 -2.9245
H -3.7188 6.9386 -1.4906
H -4.0400 6.5723 0.9945
H -1.0928 4.0622 2.8821
H -1.8311 5.6403 2.7491
H 1.0450 5.4261 1.9857
H -0.0594 5.0409 4.7635
H 1.2691 4.2077 3.9848
H 1.4833 5.8795 4.5963
C 3.0319 -5.4845 0.8956
C 2.5679 -4.0919 1.2907
C 2.8895 -3.7873 2.7444
O 1.1603 -3.9666 1.0733
H 2.5268 -6.2428 1.5009
H 2.7904 -5.6916 -0.1442
H 4.1095 -5.5936 1.0312
H 3.0453 -3.3503 0.6485
H 2.3784 -4.4924 3.4072
H 2.5443 -2.7862 3.0111
H 3.9627 -3.8446 2.9308
H 0.7174 -4.6149 1.6365
C 0.6121 -9.1945 -1.4408
C 1.2983 -8.0267 -2.1334
C 1.5815 -8.3375 -3.5954
O 2.5113 -7.7005 -1.4566
H 1.2529 -10.0803 -1.4612
H 0.4180 -8.9566 -0.3945
H -0.3344 -9.4421 -1.9236
H 0.6674 -7.1394 -2.0642
H 2.2510 -9.1980 -3.6798
H 2.0746 -7.4925 -4.0765
H 0.6625 -8.5606 -4.1394
H 3.0915 -8.4680 -1.5010
C 4.3615 0.0141 3.8374
C 5.4455 -1.0448 3.9773
C 6.7110 -0.4701 4.5959
O 5.7432 -1.6027 2.6968
H 4.6988 0.8232 3.1840
H 3.4656 -0.4143 3.3863
H 4.0948 0.4407 4.8057
H 5.0754 -1.8655 4.5936
H 7.1179 0.3237 3.9636
H 7.4768 -1.2413 4.6835
H 6.5171 -0.0573 5.5870
H 6.0694 -0.8892 2.1384
C 0.8378 5.6556 -6.2677
C -0.0358 4.6882 -7.0526
C -0.0917 5.0631 -8.5256
O -1.3551 4.6608 -6.5045
H 0.4319 6.6695 -6.3251
H 0.8697 5.3777 -5.2139
H 1.8582 5.6693 -6.6531
H 0.3550 3.6754 -6.9476
H -0.5247 6.0596 -8.6494
H -0.7222 4.3631 -9.0746
H 0.9031 5.0611 -8.9733
H -1.7241 5.5472 -6.5854
C -0.6299 -6.2692 5.9007
C -0.5028 -5.0612 4.9860
C -1.6467 -4.0815 5.1959
O -0.4658 -5.4835 3.6211
H -1.5576 -6.8096 5.6929
H 0.1952 -6.9626 5.7356
H -0.6311 -5.9724 6.9501
H 0.4475 -4.5592 5.1725
H -2.6043 -4.5572 4.9674
H -1.5429 -3.2236 4.5307
H -1.6766 -3.7227 6.2255
H -1.2955 -5.9319 3.4252
```

Summary:
total charge: 0

***

[2]
Density functional theory data (ωB97M-V with the def2-TZVPD basis set) for a molecular structure, C29H46MnN6O3S2Si.

XYZ file:
```
88
C29H46MnN6O3S2Si (ωB97M-V with the def2-TZVPD basis set)
Mn 1.2969 2.2312 -0.1584
N -0.3484 4.0056 0.3547
N -0.9083 4.8126 -0.6189
C -0.2761 4.9374 -1.8136
N -1.0081 5.5703 -2.7507
S 1.2709 4.4062 -2.1073
H -0.9726 3.2689 0.6650
H -0.0652 4.5553 1.1509
H -1.8997 4.9447 -0.5835
H -2.0079 5.6453 -2.6617
H -0.6275 5.5586 -3.6805
N 4.4304 4.3875 1.9569
C 4.0570 3.5096 2.9583
C 3.0978 2.7236 2.4085
N 2.8940 3.1101 1.0923
C 3.7039 4.1131 0.8576
H 5.1325 5.0982 2.0270
H 4.5014 3.5236 3.9407
H 2.5344 1.9103 2.8444
H 3.7931 4.6436 -0.0809
N 1.9848 1.2054 -1.6186
C 1.9402 0.3290 -2.5054
C 3.1919 -0.4308 -2.8870
C 4.3617 0.2689 -3.1565
C 5.5356 -0.4045 -3.4704
C 5.5579 -1.7934 -3.4989
C 4.3988 -2.5026 -3.2123
C 3.2215 -1.8238 -2.9180
C 0.6421 -0.0163 -3.2491
C 0.6312 -0.6460 -4.4946
C -0.5647 -0.8992 -5.1627
C -1.7739 -0.5365 -4.5921
C -1.7801 0.0862 -3.3484
C -0.5865 0.3434 -2.6910
H 4.3392 1.3526 -3.1107
H 6.4376 0.1573 -3.6896
H 6.4718 -2.3203 -3.7398
H 4.4072 -3.5870 -3.2195
H 2.3155 -2.3809 -2.6965
H 1.5678 -0.9266 -4.9569
H -0.5478 -1.3812 -6.1329
H -2.7070 -0.7447 -5.1060
H -2.7232 0.3560 -2.8820
H -0.5869 0.8052 -1.7201
C -3.9501 0.0738 -0.2702
C -3.9902 -0.4799 1.1531
C -5.0657 0.2192 1.9663
C -4.2575 -1.9860 1.1384
O -2.7540 -0.1641 1.8056
Si -1.1902 -0.6221 1.5833
S -0.0507 1.1166 1.3908
O -1.1157 -1.5904 0.2624
C -0.1618 -2.6177 -0.1439
C -0.3838 -3.8937 0.6665
C -0.4535 -2.8875 -1.6103
C 1.2671 -2.0995 0.0223
O -0.6653 -1.4959 2.8667
C -0.9038 -1.4177 4.2862
C -1.0228 0.0291 4.7632
C 0.2889 -2.0866 4.9398
C -2.1873 -2.1845 4.5939
H -4.8670 -0.1915 -0.8070
H -3.0927 -0.3458 -0.8085
H -3.8572 1.1663 -0.2514
H -6.0523 0.0475 1.5280
H -4.8717 1.2952 1.9955
H -5.0642 -0.1596 2.9914
H -5.2664 -2.1792 0.7656
H -4.1733 -2.3959 2.1509
H -3.5400 -2.4972 0.4954
H -1.4183 -4.2371 0.5523
H -0.1906 -3.7132 1.7258
H 0.2881 -4.6832 0.3110
H -1.5040 -3.1685 -1.7362
H 0.1756 -3.7046 -1.9777
H -0.2603 -1.9933 -2.2099
H 1.4918 -1.9192 1.0808
H 1.3933 -1.1564 -0.5190
H 1.9854 -2.8326 -0.3655
H -0.1244 0.5933 4.4967
H -1.1546 0.0533 5.8503
H -1.8812 0.5209 4.2918
H 1.2040 -1.5457 4.6800
H 0.3844 -3.1171 4.5854
H 0.1771 -2.0952 6.0273
H -3.0389 -1.6790 4.1266
H -2.3587 -2.2414 5.6733
H -2.1210 -3.2000 4.1910
```

Summary:
total charge: 0
2S+1: 6

***

[3]
Density functional theory data (ωB97M-V with the def2-TZVPD basis set) for a molecular structure, C25H18AsBr2F6MnN2O10.

XYZ file:
```
65
C25H18AsBr2F6MnN2O10 (ωB97M-V with the def2-TZVPD basis set)
Mn 1.4941 0.6230 -0.9275
O 3.3431 -1.0170 -4.0897
C 2.5472 -0.3744 -3.4286
O 2.4229 -0.4818 -2.1411
C 1.5635 0.5540 -4.1517
C 0.1090 0.2486 -3.7522
C -0.8554 0.8354 -4.7898
C -0.7806 2.3484 -4.4560
C 0.2231 2.3514 -3.2994
O -0.0940 1.1209 -2.6284
C 1.6447 2.0814 -3.8224
C 2.6812 2.5169 -2.7824
O 3.5685 3.2798 -3.1189
O 2.4898 2.1060 -1.5671
H 1.7280 0.3839 -5.2140
H -0.0806 -0.7762 -3.4436
H -0.5440 0.6017 -5.8081
H -1.8620 0.4455 -4.6385
H -0.4399 2.9591 -5.2924
H -1.7455 2.7273 -4.1192
H 0.1407 3.1696 -2.5884
H 1.8563 2.6543 -4.7232
C 1.9495 -2.2223 2.5565
C 0.8547 -1.2214 2.7719
C -0.0835 -1.4206 3.8195
C -1.1201 -0.5564 3.9738
C -1.2596 0.5331 3.0820
C -2.3398 1.4463 3.1036
Br -3.7128 1.2936 4.4197
C -2.4437 2.4320 2.1688
C -1.4655 2.5482 1.1740
Br -1.6915 3.8992 -0.1401
C -0.3573 1.7120 1.0795
O 0.5045 1.8709 0.1336
C -0.2704 0.6670 2.0799
N 0.7569 -0.2040 1.9570
H 2.4603 -2.4451 3.4949
H 2.6705 -1.8406 1.8425
H 1.5186 -3.1454 2.1592
H 0.0326 -2.2712 4.4803
H -1.8526 -0.6976 4.7577
H -3.2782 3.1188 2.1788
O 0.8087 -2.8005 -0.3749
C -0.0188 -1.9110 -0.2891
O 0.0758 -0.6904 -0.6752
C -1.3585 -2.2184 0.3777
C -1.5573 -3.4838 0.9228
C -2.7256 -3.7852 1.5980
C -3.6909 -2.7964 1.7161
C -3.5259 -1.5311 1.1804
C -2.3497 -1.2510 0.5019
N -4.9361 -3.1091 2.4321
O -5.0524 -4.2196 2.9232
O -5.7966 -2.2519 2.4914
H -0.7651 -4.2124 0.8139
H -2.8990 -4.7573 2.0344
H -4.2947 -0.7831 1.3086
H -2.1866 -0.2718 0.0725
F 3.2740 0.3811 0.5969
As 4.2936 1.1920 1.8093
F 5.2865 1.9562 3.0192
F 4.6046 2.4782 0.7094
F 2.8898 2.0134 2.4081
F 5.6596 0.3162 1.1988
F 3.9819 -0.1185 2.9138
```

Summary:
total charge: -2
2S+1: 5

***

[4]
Density functional theory data (ωB97M-V with the def2-TZVPD basis set) for 3 unconnected molecules or ions with the total composition C2H8O2 in a non-equilibrium geometry.

XYZ file:
```
12
C2H8O2 (ωB97M-V with the def2-TZVPD basis set)
C -4.9235 -2.9492 2.6659
C -4.7769 -2.3703 3.8582
H -5.5207 -2.4748 1.9006
H -4.3612 -3.8651 2.5030
H -5.6520 -1.7852 4.1325
H -3.9226 -2.6092 4.4735
O 3.2349 5.2996 -3.1331
H 4.0407 5.8016 -3.0326
H 2.5804 5.5170 -3.7998
O 6.1681 -0.3858 -3.3183
H 6.5710 -0.5410 -2.4517
H 6.5617 0.3624 -3.7981
```

Summary:
total charge: 0

***

[5]
Density functional theory data (ωB97M-V with the def2-TZVPD basis set) for a molecular structure, C22H35Ge2NO5Ti in a non-equilibrium geometry.

XYZ file:
```
66
C22H35Ge2NO5Ti (ωB97M-V with the def2-TZVPD basis set)
Ti 0.0043 0.0196 0.0320
O -2.2161 -0.0775 1.1182
C -3.2271 0.0573 0.1164
C -3.0203 -0.9991 -0.9617
N -1.6343 -0.9109 -1.4266
C -0.9524 -2.2147 -1.5048
C -0.6769 -2.5225 -0.0215
O -1.3576 -3.3018 0.6068
O 0.2315 -1.7259 0.4744
C -1.4068 -0.0084 -2.5596
C -0.1379 0.7223 -2.1265
O 0.9283 0.4980 -2.6601
O -0.3286 1.4478 -1.0517
H -2.3291 -0.9261 1.5685
H -4.2246 -0.0202 0.5531
H -3.0975 1.0569 -0.2997
H -3.1866 -1.9861 -0.5290
H -3.7328 -0.8534 -1.7786
H -1.5619 -2.9855 -1.9800
H -0.0048 -2.0988 -2.0336
H -1.2771 -0.5266 -3.5097
H -2.2212 0.7116 -2.6284
C 4.8806 -1.2308 -0.3399
C 3.3792 -1.1984 -0.6225
Ge 2.4959 0.5467 -0.1336
C 3.1526 2.0320 -1.3189
C 4.5230 2.5853 -0.9314
C 3.2081 1.0684 1.6423
C 2.3978 1.3254 2.6732
Ge 0.4612 0.8983 2.3379
C -0.7117 2.5449 2.4737
C -0.9710 3.2110 3.8243
C -0.0049 -0.7281 3.4639
C -0.3310 -0.6124 4.9523
C 2.8582 1.8248 3.9904
C 4.1799 2.2150 4.2280
C 4.5746 2.6679 5.4753
C 3.6650 2.7498 6.5207
C 2.3471 2.3804 6.3037
C 1.9571 1.9304 5.0527
H 5.3070 -2.2072 -0.5820
H 5.0789 -1.0274 0.7138
H 5.4063 -0.4787 -0.9307
H 2.8686 -1.9763 -0.0511
H 3.1796 -1.3833 -1.6820
H 2.3987 2.8218 -1.2721
H 3.1554 1.6537 -2.3396
H 4.5150 2.9813 0.0852
H 4.8121 3.3938 -1.6071
H 5.2910 1.8117 -0.9864
H 4.2853 1.2165 1.7410
H -1.6618 2.2590 2.0167
H -0.2316 3.2516 1.7916
H -1.4511 2.5223 4.5225
H -1.6333 4.0705 3.6958
H -0.0460 3.5655 4.2767
H 0.8606 -1.3777 3.3168
H -0.8335 -1.2176 2.9491
H 0.5382 -0.2992 5.5285
H -0.6486 -1.5843 5.3374
H -1.1399 0.0991 5.1329
H 4.9082 2.1682 3.4287
H 5.6037 2.9644 5.6375
H 3.9840 3.1034 7.4929
H 1.6223 2.4451 7.1060
H 0.9284 1.6492 4.8795
```

Summary:
total charge: 0

***

[6]
Density functional theory data (ωB97M-V with the def2-TZVPD basis set) for a molecular structure, C15H53N3O10 in a non-equilibrium geometry.

XYZ file:
```
81
C15H53N3O10 (ωB97M-V with the def2-TZVPD basis set)
C -0.2955 -2.3592 -4.8564
C -0.1701 -2.8876 -3.4605
C -0.2879 -1.8291 -2.3702
O 0.8509 -0.9281 -2.4051
C 1.7137 -1.1437 -1.2841
N -1.3480 -3.7959 -3.3020
H 0.4939 -1.6536 -5.1153
H -1.2252 -1.7944 -4.9253
H -0.2672 -3.1086 -5.6474
H 0.8185 -3.3438 -3.5130
H -0.4782 -2.2335 -1.3760
H -1.1564 -1.2199 -2.6206
H 1.9629 -2.2021 -1.2083
H 1.2191 -0.7762 -0.3849
H 2.6134 -0.5925 -1.5577
H -1.5977 -4.2206 -4.1837
H -2.1650 -3.2654 -3.0352
C -1.2457 -0.5367 2.4641
C -2.1582 -1.6806 2.1593
C -2.8942 -2.1782 3.4543
O -3.8391 -1.2723 3.9960
C -3.3943 -0.3798 4.9349
N -3.1487 -1.1575 1.1505
H -0.4407 -0.6762 3.1855
H -1.6818 0.4408 2.6704
H -0.6885 -0.3904 1.5388
H -1.7046 -2.5177 1.6287
H -2.1150 -2.5081 4.1414
H -3.3881 -3.1140 3.1926
H -3.6340 -0.8620 5.8826
H -4.0145 0.5142 4.9994
H -2.3380 -0.1433 5.0632
H -3.5729 -0.2676 1.3703
H -3.9478 -1.7752 1.1428
C 0.8716 4.7432 -1.9037
C -0.1340 3.8121 -1.2244
C 0.2497 2.3617 -1.0658
O 0.6191 1.7292 -2.2841
C 1.6909 0.7858 -2.2506
N -0.5107 4.3931 0.0482
H 1.8209 4.8011 -1.3711
H 0.3216 5.6793 -2.0005
H 1.1116 4.4297 -2.9196
H -0.9998 3.7949 -1.8864
H -0.5083 1.7691 -0.5535
H 1.0526 2.3867 -0.3290
H 1.7086 0.2755 -3.2136
H 1.3638 0.0711 -1.4955
H 2.6301 1.2421 -1.9379
H -0.9911 3.6808 0.5790
H 0.3513 4.3988 0.5745
O 2.2678 -1.5015 1.5592
H 1.6696 -0.8787 1.1462
H 1.8227 -2.3459 1.4868
O 0.8215 -0.3416 0.6591
H 0.1105 0.1499 1.0705
H 1.3781 0.3285 0.2623
O 0.4160 1.1927 3.0250
H -0.3244 1.0076 3.6027
H 0.0588 1.7780 2.3571
O -0.1029 -2.0774 1.2717
H 0.3688 -1.3221 0.9206
H -0.8956 -2.1345 0.7383
C 3.6809 -0.7762 -0.3718
O 4.1157 -1.2426 0.8939
H 4.3480 -0.0323 -0.8074
H 3.5153 -1.6494 -1.0028
H 2.7389 -0.2478 -0.2256
H 3.4315 -1.3220 1.5626
C 2.9878 1.4910 0.6043
O 1.6047 1.3382 0.9350
H 3.0265 0.9954 -0.3657
H 3.2725 2.5360 0.4819
H 3.7480 1.0316 1.2360
H 1.4992 1.4672 1.8804
C -2.0548 1.0731 -0.0205
O -2.0693 2.4469 -0.4200
H -2.9356 0.6671 0.4770
H -1.9304 0.4187 -0.8833
H -1.2996 0.9292 0.7522
H -2.3937 2.5253 -1.3201
```

Summary:
total charge: 0

***

Respective DFT total energy values: -5457.5704 -3924.0156 -10959.7525 -231.4073 -6293.5589 -1518.7404 hartree.